# 1
ORCA calculation (the ωB97M-V functional and the def2-TZVPD basis) on a structure of composition C3H4HoO4.

ORCA input file:
```
! wB97M-V def2-TZVPD RIJCOSX def2/J DEFGRID3
* xyz 1 5
C -1.4480 -0.9789 0.6640
C -0.3599 0.0007 0.4672
O -0.0560 0.1332 -0.9500
C 1.1234 0.5789 -1.2954
O 1.7344 1.4237 -0.5616
O 1.8504 -0.1102 -2.0850
O -2.5866 -0.2802 1.2225
Ho 3.9676 0.4059 -1.0516
H -1.7739 -1.3669 -0.3208
H 0.7888 -0.3001 0.9657
H -2.6721 -0.5403 2.1390
H -0.5681 1.0340 0.8057
*
```

LUMO energy (spin up / spin down) = -5.937 / -5.868 eV
F_max = 0.0915 Eh/bohr
ΔE to the lowest compared entry with this formula, charge and spin = 78.2 kJ/mol
<S²> = 6.006

# 2
ORCA calculation (the ωB97M-V functional and the def2-TZVPD basis) on an isolated molecule of C3H4I2O.

ORCA input file:
```
! wB97M-V def2-TZVPD RIJCOSX def2/J DEFGRID3
* xyz 0 1
O 1.3010 -1.1459 -0.2275
I -1.7331 -1.3898 1.7290
I -1.9396 0.7057 -1.6467
C 0.4136 -0.3320 -0.0393
C -0.0439 -0.1220 1.3448
C 0.1573 0.3766 -1.2585
H 0.8355 -0.3178 1.9632
H -0.2571 0.9247 1.4123
H 0.5875 -0.0373 -2.1771
H 0.6789 1.3377 -1.1002
*
```

LUMO energy = -0.302 eV
Structure (SMILES) = O=C(CI)CI
F_max = 0.0757 Eh/bohr
ΔE to the lowest compared entry with this formula, charge and spin = 45.9 kJ/mol

# 3
ORCA calculation (the ωB97M-V functional and the def2-TZVPD basis) on a cluster of 2 separate species, C3H4IN2P in total.

ORCA input file:
```
! wB97M-V def2-TZVPD RIJCOSX def2/J DEFGRID3
* xyz 0 1
C -1.6156 0.7032 -0.2859
C -1.4253 -0.1771 -1.3415
C -0.6382 0.3351 0.6624
N -0.2992 -0.9454 -1.1314
N 0.0569 -0.6643 0.1151
P 2.4217 -1.3782 0.9118
I 3.5046 0.4615 -0.0682
H -2.3345 1.6172 -0.1376
H -1.9512 -0.2061 -2.3065
H -0.1025 0.9982 1.3930
H 2.3833 -0.7440 2.1888
*
```

LUMO energy = -2.224 eV
F_max = 0.0551 Eh/bohr
ΔE to the lowest compared entry with this formula, charge and spin = 235.8 kJ/mol

# 4
ORCA calculation (the ωB97M-V functional and the def2-TZVPD basis) on a cluster of 2 separate species, C3H4IN3 in total.

ORCA input file:
```
! wB97M-V def2-TZVPD RIJCOSX def2/J DEFGRID3
* xyz 0 1
C 0.8443 0.3340 -1.1402
C 0.1075 -0.4155 0.6828
C 0.1222 1.0420 0.8782
N 0.5976 -0.7552 -0.5610
N 0.5025 1.3726 -0.3647
N -0.5541 -1.2992 1.3300
I 1.6521 -4.1107 1.2106
H 0.9735 0.4654 -2.2125
H 0.2378 2.2906 -0.5642
H -1.0427 -0.9659 2.2032
H -0.5386 -2.2176 0.9541
*
```

LUMO energy (spin up / spin down) = -0.636 / -3.344 eV
F_max = 0.0790 Eh/bohr
ΔE to the lowest compared entry with this formula, charge and spin = 308.3 kJ/mol

# 5
ORCA calculation (the ωB97M-V functional and the def2-TZVPD basis) on a cluster of 2 separate species, C3H4INO in total.

ORCA input file:
```
! wB97M-V def2-TZVPD RIJCOSX def2/J DEFGRID3
* xyz 0 1
C 0.1741 -1.2093 0.8049
C 0.2073 0.8994 0.4761
C -0.1593 0.1399 -0.7351
N -0.3213 -1.1959 -0.3894
O 0.6316 -0.0629 1.3791
I -1.7698 0.8617 -1.9413
H 0.0402 -2.1093 1.4496
H 0.8568 1.6894 0.2842
H -0.7304 1.1839 0.8958
H 1.0706 -0.1969 -2.2236
*
```

LUMO energy (spin up / spin down) = -0.388 / -0.456 eV
F_max = 0.0984 Eh/bohr
ΔE to the lowest compared entry with this formula, charge and spin = 373.3 kJ/mol

# 6
ORCA calculation (the ωB97M-V functional and the def2-TZVPD basis) on a cluster of 2 separate species, C3H4INO2 in total.

ORCA input file:
```
! wB97M-V def2-TZVPD RIJCOSX def2/J DEFGRID3
* xyz 0 1
C -1.6922 -0.4529 1.0431
C 1.0959 0.4710 0.5766
C -0.0919 0.5495 -0.4559
N -0.2251 -0.5399 -1.1364
O -1.1764 -1.0940 1.8245
O 0.3067 -1.6427 -1.0703
I -1.5707 -0.2027 -2.8560
H 1.9931 1.0925 0.2538
H 1.2870 -0.5981 0.7427
H 0.8128 0.9274 1.6055
H -0.7392 1.4899 -0.5275
*
```

LUMO energy = -1.158 eV
F_max = 0.0557 Eh/bohr
ΔE to the lowest compared entry with this formula, charge and spin = 363.6 kJ/mol

# 7
ORCA calculation (the ωB97M-V functional and the def2-TZVPD basis) on a structure of composition C3H4INO3Tb.

ORCA input file:
```
! wB97M-V def2-TZVPD RIJCOSX def2/J DEFGRID3
* xyz 3 7
O 0.4173 -0.6849 2.1012
C -0.3634 -0.2621 1.3589
I -2.4456 -1.1028 1.2594
C 0.0020 0.9407 0.3776
N 1.2430 0.5825 -0.3266
C 1.1296 -0.1252 -1.5055
O 1.6359 -1.1943 -1.5216
O 0.5698 0.4173 -2.5338
H -0.8085 1.1446 -0.3030
H 0.1747 1.7777 1.0325
H 1.8825 1.3799 -0.4389
H -0.1348 -0.1681 -2.8691
Tb -3.3027 -2.7053 3.3690
*
```

LUMO energy (spin up / spin down) = -12.873 / -15.355 eV
F_max = 0.0572 Eh/bohr
<S²> = 13.032

# 8
ORCA calculation (the ωB97M-V functional and the def2-TZVPD basis) on an isolated molecule of C3H4INOS2.

ORCA input file:
```
! wB97M-V def2-TZVPD RIJCOSX def2/J DEFGRID3
* xyz 0 3
C 0.5285 1.2630 0.3338
C 1.1623 0.6429 -0.8418
C -0.9912 -0.5231 -0.0743
N -0.6368 0.6804 0.6099
O 0.8617 2.2739 0.9045
S -0.0333 -0.4865 -1.6073
S -0.5686 -2.3564 0.7182
I 2.9147 -0.5440 -0.0413
H 1.6620 1.3130 -1.5504
H -1.9427 -0.5088 -0.4519
H -1.1414 1.0293 1.3875
H -1.8152 -2.7837 0.6133
*
```

LUMO energy (spin up / spin down) = 0.377 / -3.613 eV
F_max = 0.0728 Eh/bohr
<S²> = 2.009

# 9
ORCA calculation (the ωB97M-V functional and the def2-TZVPD basis) on a structure of composition C3H4IrMgO4.

ORCA input file:
```
! wB97M-V def2-TZVPD RIJCOSX def2/J DEFGRID3
* xyz 2 6
O 1.7702 -0.7524 0.7605
C 0.9894 -0.1194 -0.1178
O 0.8861 1.2679 -0.0514
C 2.1034 1.9956 0.2794
Mg 3.0350 0.5095 1.4610
H -1.1645 -0.9119 -0.1827
H 1.7661 2.9335 0.7449
H 2.5957 2.2776 -0.6711
H 0.6350 -0.5588 -1.0624
O -3.2560 -0.6278 -0.7045
C -2.3340 -1.3425 -0.2215
O -2.5874 -2.5266 0.1364
Ir -4.4390 -2.1447 -0.3708
*
```

LUMO energy (spin up / spin down) = -8.727 / -10.933 eV
F_max = 0.1196 Eh/bohr
ΔE to the lowest compared entry with this formula, charge and spin = 3.7 kJ/mol
<S²> = 8.762

# 10
ORCA calculation (the ωB97M-V functional and the def2-TZVPD basis) on a structure of composition C3H4LiMgO3.

ORCA input file:
```
! wB97M-V def2-TZVPD RIJCOSX def2/J DEFGRID3
* xyz 1 1
O 1.2742 -0.2674 0.2988
C 1.0271 -0.7289 -0.9318
C 0.2242 0.1026 1.1309
O 1.9682 -1.1086 -1.6252
O -0.1683 -0.6559 -1.3933
C -0.2294 1.3730 1.1706
H -0.0956 -0.6906 1.8119
H -2.1849 -0.6020 0.8584
H 0.2592 2.1661 0.6000
H -0.9914 1.6201 1.9122
Mg -1.7994 0.1727 -0.6986
Li 0.7160 -1.3809 -3.1338
*
```

LUMO energy (spin up / spin down) = -5.227 / -5.227 eV
F_max = 0.0367 Eh/bohr
ΔE to the lowest compared entry with this formula, charge and spin = 35.3 kJ/mol

# 11
ORCA calculation (the ωB97M-V functional and the def2-TZVPD basis) on a structure of composition C3H4LiO2Pd.

ORCA input file:
```
! wB97M-V def2-TZVPD RIJCOSX def2/J DEFGRID3
* xyz 1 3
O 2.1334 3.2850 5.0311
Pd 2.4251 4.8292 5.7316
C 1.4677 3.1559 3.9773
O 1.0343 4.3296 3.4007
C 1.2556 5.5742 3.9331
C 0.6008 6.0377 5.0245
H 1.8935 6.2108 3.3121
H 0.7923 7.0700 5.3298
H -0.1315 5.5357 5.6620
Li -0.0442 1.6008 3.7661
H -1.5005 2.3749 4.4549
*
```

LUMO energy (spin up / spin down) = -3.584 / -6.135 eV
F_max = 0.1881 Eh/bohr
<S²> = 2.003

# 12
ORCA calculation (the ωB97M-V functional and the def2-TZVPD basis) on a structure of composition C3H4LiO3.

ORCA input file:
```
! wB97M-V def2-TZVPD RIJCOSX def2/J DEFGRID3
* xyz -1 1
C 1.6588 1.0065 1.1354
C 1.5351 0.9263 -0.2444
H 2.6430 0.7568 1.5397
H 0.5953 1.6996 0.2329
H 0.8672 0.6077 1.7769
O 1.1724 -0.2310 -0.8110
C -0.1662 -0.6635 -0.8566
O -1.0648 0.1979 -0.9030
O -0.3409 -1.8687 -0.6476
Li -2.5819 -1.0396 -0.5836
H -4.3180 -1.3922 -0.6386
*
```

LUMO energy (spin up / spin down) = 2.531 / 2.950 eV
F_max = 0.0966 Eh/bohr
ΔE to the lowest compared entry with this formula, charge and spin = 502.3 kJ/mol

# 13
ORCA calculation (the ωB97M-V functional and the def2-TZVPD basis) on a structure of composition C3H4LiO3.

ORCA input file:
```
! wB97M-V def2-TZVPD RIJCOSX def2/J DEFGRID3
* xyz -1 1
O -1.3914 0.0099 -0.4578
C -0.5827 -0.9005 -0.8206
O -0.8634 -1.8994 -1.4926
O 0.3649 -0.8780 1.0842
Li -0.8600 0.5910 1.2797
C 1.5707 -0.2423 0.7389
C 1.8857 0.7133 1.7495
H 2.0365 0.1598 -0.1851
H 0.9736 -0.7907 -0.8082
H 2.0267 1.7717 1.4992
H 2.4231 0.3518 2.6319
*
```

LUMO energy (spin up / spin down) = 2.525 / 2.524 eV
F_max = 0.1378 Eh/bohr
ΔE to the lowest compared entry with this formula, charge and spin = 448.3 kJ/mol

# 14
ORCA calculation (the ωB97M-V functional and the def2-TZVPD basis) on a structure of composition C3H4LiO3Pb.

ORCA input file:
```
! wB97M-V def2-TZVPD RIJCOSX def2/J DEFGRID3
* xyz 1 1
O -1.0086 0.6464 -1.0906
C -0.8571 -0.2393 -0.1907
C 0.3350 0.1784 -2.3046
O -1.2019 -0.6764 0.9299
O 0.2838 -0.8522 -0.3841
C 1.2815 -0.2203 -1.2737
H 0.1128 -0.6368 -3.0023
H 0.5699 1.0993 -2.8436
H 2.0264 0.5898 -1.3027
H 0.0960 1.5715 3.5841
Li 2.9369 -1.3039 -0.2437
Pb -0.1785 0.9060 1.9720
*
```

LUMO energy = -5.225 eV
F_max = 0.1212 Eh/bohr
ΔE to the lowest compared entry with this formula, charge and spin = 760.3 kJ/mol

# 15
ORCA calculation (the ωB97M-V functional and the def2-TZVPD basis) on a structure of composition C3H4LiO3Tl.

ORCA input file:
```
! wB97M-V def2-TZVPD RIJCOSX def2/J DEFGRID3
* xyz 0 1
O 0.2649 0.9276 0.7200
C 1.3805 0.3722 0.2657
C -1.0097 0.2537 0.6295
O 2.4277 1.0510 0.3038
O 1.3780 -0.8113 -0.2074
C -1.6144 0.1573 -0.6761
H -1.5606 0.5031 1.5438
H -0.8805 -1.0540 1.0336
H -1.6592 1.0914 -1.2536
H -2.5427 -0.4346 -0.6430
Li -0.1155 -1.4820 -1.1288
Tl 3.9316 -0.5742 -0.5875
*
```

LUMO energy = -0.747 eV
F_max = 0.0988 Eh/bohr
ΔE to the lowest compared entry with this formula, charge and spin = 0.0 kJ/mol

# 16
ORCA calculation (the ωB97M-V functional and the def2-TZVPD basis) on a structure of composition C3H4LiO4Tm.

ORCA input file:
```
! wB97M-V def2-TZVPD RIJCOSX def2/J DEFGRID3
* xyz 2 3
O -1.3912 -0.7133 0.5759
C -1.4485 0.5449 0.2433
C -2.5449 -1.4325 -0.0205
O -0.4465 1.2436 0.1049
O -2.6069 0.8915 -0.2493
C -3.3687 -0.2807 -0.6127
H -3.0260 -1.9384 0.8230
H -2.2886 -2.1997 -0.7558
H -4.3620 -0.1858 -0.1660
H -3.4394 -0.3101 -1.7047
O 3.1544 -0.5860 -0.2638
Tm 1.9181 1.1006 -0.2548
Li 4.0058 -1.7284 -1.1974
*
```

LUMO energy (spin up / spin down) = -9.642 / -9.553 eV
F_max = 0.1168 Eh/bohr
ΔE to the lowest compared entry with this formula, charge and spin = 0.0 kJ/mol
<S²> = 2.002

# 17
ORCA calculation (the ωB97M-V functional and the def2-TZVPD basis) on a structure of composition C3H4LiO4V.

ORCA input file:
```
! wB97M-V def2-TZVPD RIJCOSX def2/J DEFGRID3
* xyz 2 5
H -1.4688 0.2933 -1.5008
C -1.6782 0.2163 -0.4330
C -2.1921 1.2719 0.4211
O -2.9628 0.1265 0.0089
H -1.9086 1.2867 1.4738
H -2.4770 2.2190 -0.0400
O 1.0190 0.5606 0.2338
C 0.6200 -0.5761 0.3766
O -0.7994 -0.7793 0.1417
V 2.4298 1.8184 0.1743
H -0.5103 -1.8343 -0.3523
Li 2.7162 -2.5209 -0.4194
O 1.0457 -1.6626 -0.0937
*
```

LUMO energy (spin up / spin down) = -8.483 / -8.579 eV
F_max = 0.1048 Eh/bohr
ΔE to the lowest compared entry with this formula, charge and spin = 246.4 kJ/mol
<S²> = 6.004

# 18
ORCA calculation (the ωB97M-V functional and the def2-TZVPD basis) on a structure of composition C3H4MgO3Rb.

ORCA input file:
```
! wB97M-V def2-TZVPD RIJCOSX def2/J DEFGRID3
* xyz 1 1
H -1.7912 -0.8779 1.3062
C -1.3591 -0.6871 0.3048
C -0.0886 -1.4682 0.1440
O 1.0080 -0.6442 0.2752
C 2.3123 0.1249 -0.6352
O 3.0048 0.8645 0.2423
Mg 0.5397 1.3281 0.5454
O -1.2382 0.7117 0.1068
H -2.0680 -1.1372 -0.4185
H -0.0420 -1.9166 -0.8649
H 3.8357 1.1979 -0.1252
Rb -4.1135 2.5042 -0.8808
*
```

LUMO energy (spin up / spin down) = -4.550 / -4.272 eV
F_max = 0.0684 Eh/bohr
ΔE to the lowest compared entry with this formula, charge and spin = 408.8 kJ/mol

# 19
ORCA calculation (the ωB97M-V functional and the def2-TZVPD basis) on a structure of composition C3H4MnO3.

ORCA input file:
```
! wB97M-V def2-TZVPD RIJCOSX def2/J DEFGRID3
* xyz -1 7
H -0.2880 1.0593 2.8580
O -1.4632 1.8932 -0.8084
O -0.7385 -0.9056 2.3385
C 0.1671 0.0972 2.5005
C 0.9622 0.4614 1.2455
O 0.2765 1.4350 0.4427
C -0.6872 1.0076 -0.3625
H 0.9649 -0.1337 3.2571
H 1.1250 -0.4401 0.6347
H 1.9322 0.9052 1.5195
Mn -2.4618 0.0347 -0.8688
*
```

LUMO energy (spin up / spin down) = 3.506 / 3.257 eV
F_max = 0.0190 Eh/bohr
ΔE to the lowest compared entry with this formula, charge and spin = 160.3 kJ/mol
<S²> = 12.005

# 20
ORCA calculation (the ωB97M-V functional and the def2-TZVPD basis) on a structure of composition C3H4MnO3.

ORCA input file:
```
! wB97M-V def2-TZVPD RIJCOSX def2/J DEFGRID3
* xyz 1 7
O -1.4445 -1.3725 -0.2041
C -1.1487 -0.5271 -1.2529
C 0.0162 0.3669 -0.9724
O 0.3012 0.5557 0.3145
Mn -0.5936 -0.9641 1.3741
H -2.0087 0.1314 -1.5149
H -0.9037 -1.0732 -2.1878
H 0.5252 1.0230 -1.6839
C 1.7359 0.9719 1.0717
O 1.6296 0.2154 2.1188
H 1.8912 0.6727 2.9370
*
```

LUMO energy (spin up / spin down) = -5.638 / -5.867 eV
F_max = 0.0412 Eh/bohr
ΔE to the lowest compared entry with this formula, charge and spin = 342.2 kJ/mol
<S²> = 12.021